A molecular structure, C24H29FN3RhSSe at a distorted geometry, computed with ωB97M-V/def2-TZVPD.

Atoms and positions in Å:
1 N -0.3084 -0.0348 2.4379
2 N -2.3662 1.6400 -3.3568
3 C -0.8846 3.0677 4.3136
4 C 1.1039 -1.0438 4.1022
5 C -0.8741 -2.9511 4.6052
6 H -4.1770 -1.0349 2.3242
7 H -1.3383 -2.0518 0.8534
8 C -0.3966 1.2710 2.7581
9 H 2.6120 -1.1757 1.8323
10 C -0.1207 -1.0215 3.3789
11 H 3.7288 1.1858 4.4929
12 H -2.2993 3.6435 -3.8445
13 C 1.2758 -2.0084 5.0804
14 H -1.6316 -3.6939 4.8070
15 C -0.3428 3.6074 2.0317
16 H 2.4087 0.8729 5.6214
17 H 3.9987 -0.2733 2.4568
18 H -2.6026 -0.9052 -5.3666
19 C 0.2943 -2.9474 5.3459
20 H -0.1805 4.3256 1.2455
21 H 2.1977 -2.0406 5.6381
22 H 1.8370 0.7261 3.1593
23 Se -2.5919 0.6112 -0.6692
24 C 2.2399 -0.1325 3.7019
25 Rh -0.7040 -0.5141 0.4225
26 C -0.1951 2.2674 1.7755
27 C -0.6942 4.0140 3.3132
28 C 3.1552 -0.9004 2.7366
29 H -3.1846 3.2768 -2.3543
30 S 2.0484 -0.7214 -1.7672
31 C -2.1899 0.5741 -2.5160
32 C -2.5379 1.1709 -4.6240
33 H -0.9236 0.9917 4.8222
34 H -1.3051 -1.9329 -2.1009
35 H -0.8234 5.0606 3.5350
36 C -2.3115 3.0150 -2.9582
37 N -2.3168 -0.5577 -3.2792
38 F 0.1721 1.8412 0.5247
39 H 3.5339 -1.8070 3.2045
40 H -3.3033 -0.4276 3.7320
41 C -2.3782 -2.1422 2.8094
42 C 0.9135 -0.9616 -0.7148
43 H -2.9704 -2.8382 0.8324
44 H 3.6596 -0.3492 5.3450
45 H 0.4426 -3.6896 6.1131
46 H -3.0013 -2.8835 3.3266
47 H -2.6668 1.8285 -5.4606
48 H -2.7011 -0.0979 2.1082
49 C -2.1885 -1.8831 -2.7499
50 H -3.0726 -2.1434 -2.1605
51 H -1.5728 -3.6884 1.5260
52 C 3.0546 0.4202 4.8722
53 C -0.7462 1.7253 4.0503
54 C -3.1890 -0.8491 2.7374
55 C -1.0972 -2.0193 3.6087
56 C -2.0666 -2.7218 1.4284
57 C -2.5071 -0.1883 -4.5768
58 H -1.1535 3.3847 5.3092
59 H -2.0794 -2.6013 -3.5577
60 H -1.4134 3.2043 -2.3676

Atoms 1-6, force components in eV/Å:
N -0.34 0.66 -0.97
N 0.65 -1.78 0.71
C -0.04 -0.15 0.20
C -0.40 0.31 -0.15
C 0.14 0.01 0.06
H -0.10 -0.02 -0.05

The net charge is +1. The calculation puts the energy above the lowest of the compared OMol25 structures with the same formula, charge and spin at 0.554 eV. The HOMO energy (spin up / spin down) comes out at -7.9 / -11.2 eV. The calculation puts the HOMO-LUMO gap (spin up / spin down) at 5.8 / 5.9 eV. Its multiplicity is 6.

***

A molecular structure, C4H8BrNS at a distorted geometry, computed with ωB97M-V/def2-TZVPD.

Atoms and positions in Å:
1 H 0.5616 0.1640 -1.6964
2 C -0.2504 -1.5065 -0.9323
3 C 1.1841 1.2477 1.3700
4 Br -2.6750 0.4191 0.0209
5 S 0.8864 -1.3557 0.4717
6 H -1.1334 -0.1290 -2.3158
7 H 0.6641 2.1173 1.7434
8 H 1.7068 0.6840 2.0422
9 H -1.1395 -1.8720 -0.5023
10 H 0.0976 -2.1490 -1.7605
11 H -0.4936 -0.0101 1.9463
12 C 0.1550 0.1780 1.0372
13 H 1.8297 1.5042 0.4637
14 N -0.9623 0.7883 -0.4452
15 C -0.4312 -0.0805 -1.4429

Atoms 1-6, force components in eV/Å:
H 1.01 1.28 -0.65
C 0.51 0.14 -0.53
C -1.46 0.37 -3.66
Br -1.37 -0.42 0.23
S 0.30 -0.01 -0.42
H 0.74 0.32 0.46

The calculation puts the energy above the lowest of the compared OMol25 structures with the same formula, charge and spin at 0.320 eV. The HOMO energy comes out at -8.9 eV. The calculation puts the HOMO-LUMO gap at 9.6 eV.

***

A molecular structure, C34H57F9I2N7O10S at a distorted geometry, computed with ωB97M-V/def2-TZVPD.

Atoms and positions in Å:
1 H -12.3726 1.5672 2.3314
2 H -7.7576 3.7390 -1.6523
3 H 5.4928 -7.1149 -0.0449
4 H 6.2346 -1.5503 -0.8092
5 H -7.7227 0.1098 2.8908
6 H 5.6738 -3.3035 -0.7664
7 H -11.7188 -0.7183 4.7666
8 C -2.7615 -1.4711 -0.6249
9 H 8.3946 4.1591 1.5556
10 O -9.6414 0.5050 1.3254
11 H 0.8323 -0.2577 -1.8987
12 H 4.3380 0.3754 -3.6796
13 H 9.1875 4.8617 6.0838
14 C -6.5752 1.9892 -1.8758
15 C 0.0572 -5.2186 0.6256
16 C 9.0666 3.5983 0.9064
17 H 4.7856 5.6227 4.4908
18 C 0.9452 -2.8985 -0.6703
19 H 8.2882 6.3740 5.8834
20 C -10.7061 0.2923 1.8984
21 N 3.0082 -3.0698 -2.3195
22 N -6.6131 -2.4109 2.9350
23 H -12.8221 -0.4441 3.4001
24 I 6.7161 -7.2454 -3.0888
25 H 0.6399 -3.8767 3.2570
26 H -12.7250 0.2387 1.1832
27 C 5.3572 -2.2461 -1.1005
28 H 7.7726 4.4082 -2.0670
29 C -5.2371 3.7293 -3.8497
30 C 5.1814 -2.2817 -2.6897
31 H -6.4337 -2.3030 0.8768
32 N 8.1803 4.5796 -1.1588
33 H 5.6090 -1.3452 -3.2155
34 N -10.7636 -0.5883 2.9348
35 N 3.7768 1.2602 -1.8045
36 C -7.2247 -1.6998 3.9222
37 O 0.7585 -4.6818 2.6908
38 H 7.4439 6.4718 -0.7522
39 H 10.0287 4.1108 0.8301
40 C 5.3620 -6.0286 -0.4178
41 H 5.6897 2.1561 -1.5302
42 F -1.4666 -0.8527 -2.5874
43 H -4.8922 4.5199 -4.5166
44 H 8.8456 6.0176 0.2427
45 H 5.7815 -3.1777 -3.1117
46 C 8.4557 3.4434 -0.4602
47 C -11.9203 -0.9612 3.7214
48 C 2.9050 0.2201 -1.2767
49 H -0.0976 -2.2981 1.1910
50 H 5.6097 7.0899 3.9093
51 C 8.2264 5.2867 5.7938
52 N 6.7350 5.3529 3.8470
53 C 1.0334 -4.4150 -0.3478
54 C -5.9372 -1.8995 1.7620
55 C -7.2118 -0.1989 3.8071
56 O 8.2065 2.3440 -0.9466
57 H -12.0693 -2.0386 3.6254
58 O 2.9176 0.0490 -0.0106
59 O -6.8667 5.3475 -3.1745
60 O -0.3660 -4.7597 1.9155
61 H 9.0710 6.4221 -1.4736
62 H 6.5807 5.0612 2.8925
63 C 2.1420 -5.2371 -1.0605
64 H -7.4235 1.3336 -2.0841
65 F -4.0248 -0.3207 -4.2281
66 F -4.0105 -1.9180 -0.1019
67 H 6.3458 -5.4973 -0.1181
68 C 5.7291 6.1726 4.4896
69 C -1.6550 -2.5980 -0.3771
70 I 4.0581 -5.4887 -4.9437
71 S -3.8638 -1.7645 -3.3543
72 H -6.6559 -3.4113 3.0701
73 H -1.5039 -3.1427 -1.3873
74 F -2.3872 -0.3628 0.2362
75 O -7.7597 -2.2793 4.8594
76 H -9.8738 -1.0144 3.1542
77 H -6.3165 1.9191 -0.8167
78 H 7.4592 4.8980 6.4681
79 H 5.8178 0.3906 -1.9948
80 H 5.9967 6.4278 5.5127
81 H -4.9038 -2.2449 1.7841
82 H 4.4253 2.2178 -3.6661
83 H 2.2767 -6.3628 -0.9007
84 H 4.4553 -1.8736 -0.5117
85 O 8.6630 4.2114 3.6986
86 H -6.1822 0.1678 3.8054
87 O -0.3490 -6.3320 0.2205
88 H 2.0124 -0.6764 -3.2318
89 H 5.3144 0.9103 -0.2420
90 C -6.4146 4.2182 -3.0472
91 C 5.2202 -6.0808 -2.0053
92 H -5.5283 2.8680 -4.4563
93 H -11.7943 1.6515 0.6597
94 F -5.3057 -1.3988 -2.6133
95 C 8.4036 5.9503 -0.7493
96 H -4.4153 3.4572 -3.1822
97 C 3.8022 1.3206 -3.2965
98 H -0.0057 -0.9606 -0.1582
99 H -5.9523 -0.8124 1.7182
100 C 3.0959 -4.5033 -2.0317
101 C 4.2072 -5.4121 -2.7607
102 H 4.5092 -5.5006 0.1229
103 C 7.9081 4.9025 4.3731
104 O 3.8102 -2.4349 -3.1816
105 C 1.9613 -2.2599 -1.6867
106 C -0.2128 -2.0554 0.0685
107 C -2.8184 -0.8645 -2.0970
108 H -7.7330 0.2420 4.6575
109 C 5.1951 1.1254 -1.3543
110 H -2.0463 -3.3808 0.3631
111 F -3.2259 0.5059 -2.1049
112 F -2.4623 -2.1289 -4.2311
113 C -11.9846 0.9788 1.4964
114 H 9.2334 2.6169 1.3501
115 F -4.7407 -2.5025 -4.5686
116 F -3.7187 -3.2546 -2.6296
117 H 2.7517 1.3101 -3.7793
118 H -5.7229 1.6754 -2.4754
119 N -6.9735 3.3512 -2.1579
120 C 1.8850 -0.6950 -2.0961

Atoms 1-6, force components in eV/Å:
H -0.12 -0.12 -0.08
H 0.08 -0.08 -0.05
H -0.43 1.77 -0.55
H -1.44 -1.12 -0.71
H 0.13 0.12 -0.03
H -0.77 1.70 -0.34

The net charge is +1. The HOMO energy comes out at -10.5 eV. The calculation puts the HOMO-LUMO gap at 5.5 eV.

***

2 unconnected molecules or ions with the total composition C53H61Br2N2 at a distorted geometry, computed with ωB97M-V/def2-TZVPD.

Atoms and positions in Å:
1 H 3.0146 -4.9485 4.2604
2 C -5.0306 -5.5470 -2.1355
3 H 0.6599 -3.4098 -4.4540
4 C -3.4703 1.2243 2.5180
5 C -2.1710 -8.6116 2.1128
6 C -1.3077 -6.0577 -0.0845
7 C -2.4115 -6.3432 -4.7652
8 C 1.5757 -1.1605 1.9332
9 C -0.2640 -6.2384 2.1472
10 H -1.0092 -3.2560 4.4431
11 H 3.7051 -7.4595 2.2545
12 H -3.1728 -8.5802 -1.3730
13 H -1.3011 -8.8548 -5.2303
14 C -2.3996 -7.9944 4.5057
15 H -2.5551 -7.0136 -5.6156
16 C -0.8772 -2.0492 -2.6901
17 H -3.3603 -2.6792 -0.0827
18 H 1.7091 -2.8384 -3.1287
19 H -5.4977 -1.5332 2.5646
20 H 0.8200 -2.7432 -0.7744
21 C 2.7293 -0.3647 2.2739
22 C -3.8450 -6.9207 2.7648
23 C 2.3789 -5.7525 2.3281
24 C 4.0122 -0.9572 2.4959
25 C -1.4251 -5.9207 -2.6087
26 C -3.3998 -4.7877 -0.4983
27 C -3.8084 -3.4510 -0.7179
28 H -0.7503 -3.4564 -0.4036
29 Br -6.2745 1.2870 3.1018
30 C -4.6411 0.4530 2.6578
31 C -1.3278 -4.5380 -2.9865
32 H -5.9617 -3.9920 -3.3103
33 C -2.4451 -7.4609 3.0634
34 H -4.5797 -7.7368 2.7190
35 Br 6.5240 2.2851 3.2588
36 C -4.5894 -0.9419 2.4754
37 H 3.2825 -3.8281 2.9027
38 C -1.4328 -6.2970 2.9585
39 H -4.4508 -8.0622 -3.5173
40 C 5.1207 -0.1755 2.8211
41 C 0.4567 -7.4560 0.0393
42 H 0.6145 -4.5125 -0.8376
43 C -4.1453 -5.8347 -1.1022
44 H -2.1153 -8.2502 1.0813
45 C -2.6764 -5.0035 -4.9600
46 C 0.1257 -3.5589 -1.0535
47 C 2.7736 -5.4821 0.8795
48 H 4.3386 -5.2299 3.1094
49 H 1.2530 -3.5442 3.5486
50 C -4.7287 -3.1665 -1.7271
51 C 0.8649 -5.4456 2.5913
52 C 3.7463 1.8391 2.6928
53 H 4.1071 -2.0431 2.4102
54 H -1.4187 -8.9100 -1.4247
55 H 0.5838 -7.7763 -2.1403
56 C 0.2733 -0.7814 2.2351
57 C -0.8977 -1.4422 1.8389
58 H -5.5403 -6.3565 -2.6595
59 H -3.0376 -8.8817 4.6325
60 H 1.9873 -7.9265 2.2909
61 N -0.3810 -6.6327 0.7789
62 H 6.0836 -0.6464 3.0093
63 H -1.3720 -8.2841 4.7638
64 H -5.0232 -2.1311 -1.9035
65 H -3.2491 -4.6392 -5.8171
66 H -2.6204 -5.1203 4.3400
67 C -2.0175 -6.8380 -3.5095
68 C 2.7199 -7.2084 2.6748
69 H 3.8491 -5.6817 0.7401
70 C -1.2199 -9.1041 -4.1650
71 C -2.2189 -5.0851 0.2910
72 H -3.6694 -8.4357 -5.0728
73 C 0.9447 -3.5790 -3.4068
74 C 0.1527 -7.3073 -1.2661
75 H -3.8386 -6.4049 1.7967
76 H -2.0878 -4.6200 1.2651
77 H 3.6582 2.9222 2.7591
78 N -0.9085 -6.4059 -1.3621
79 H -1.2434 -9.1429 2.3614
80 H -0.8574 -2.4583 1.4331
81 H 2.2327 -6.1422 0.1952
82 H -2.5471 -10.0714 -2.0903
83 C 4.9910 1.2229 2.9098
84 C -0.7584 -4.1590 3.8829
85 H -1.3721 1.2229 2.0498
86 H -3.9466 -9.7262 -3.8992
87 H 0.1595 0.1004 2.8927
88 C -3.6705 -8.6663 -4.0016
89 H -1.3145 -10.1960 -4.0536
90 H -2.3079 -3.0458 -4.2712
91 C -2.2971 -8.3731 -3.3624
92 H -1.8445 -1.9546 -2.1749
93 C 2.6260 1.0548 2.4002
94 H -0.2180 -8.8160 -3.8195
95 H -1.0120 -1.8166 -3.7530
96 H -4.1759 -6.2088 3.5291
97 H 1.7344 -2.1118 1.4100
98 C -2.1276 -4.1008 -4.0544
99 H -0.1952 -1.2866 -2.2864
100 C -2.3570 -8.9913 -1.9762
101 C 0.5216 -4.3272 3.3525
102 C -2.1771 -0.8119 2.0489
103 C 3.2979 -4.8826 3.2028
104 C -0.2969 -3.4564 -2.5069
105 C -2.2644 0.6049 2.1962
106 H 2.5761 -4.4391 0.5947
107 H 2.7758 -7.3353 3.7651
108 H -3.9752 -6.8517 -0.7344
109 H 1.6577 1.5305 2.2287
110 H 1.3837 -4.5832 -3.3394
111 H -3.5049 2.3012 2.6653
112 C -5.2812 -4.2107 -2.4857
113 H 1.1833 -8.0868 0.5351
114 C -3.3758 -1.5686 2.1939
115 H -3.3159 -2.6591 2.1061
116 H -2.7300 -7.2341 5.2259
117 C -1.6887 -5.1876 3.7702
118 H -2.9982 -9.3391 2.1561

Atoms 1-6, force components in eV/Å:
H 0.10 0.06 -0.16
C -0.03 0.43 0.14
H 0.13 -0.05 0.20
C 0.20 -0.32 -0.13
C -0.01 -0.31 -0.44
C -0.36 1.91 0.56

The net charge is +1. The HOMO energy comes out at -8.3 eV. The calculation puts the HOMO-LUMO gap at 2.7 eV.

***

A molecular structure, C5H8N2O2 at a distorted geometry, computed with ωB97M-V/def2-TZVPD.

Atoms and positions in Å:
1 N 1.3489 -0.3761 1.8750
2 O -0.8622 -0.8895 1.3568
3 C -1.9202 -0.7199 0.4122
4 H -2.3146 -0.5415 -1.6817
5 O -0.5970 0.4290 -1.2369
6 C -1.4489 -0.6764 -1.0328
7 C 0.3563 -0.4117 1.1434
8 H -2.4445 0.2178 0.6384
9 H 1.2522 -0.7423 2.8190
10 C 1.4704 1.4172 -0.5082
11 N 2.7249 1.3457 -0.5853
12 H 3.2102 2.2215 -0.4014
13 H -2.5891 -1.5684 0.5817
14 H -0.9307 -1.6069 -1.3004
15 H 1.1929 -0.6425 -1.1011
16 C 0.6579 0.2156 -0.6867
17 H 0.8936 2.3283 -0.2920

Atoms 1-6, force components in eV/Å:
N 0.56 0.00 0.63
O -0.19 -0.44 0.75
C 0.01 0.26 -0.47
H 0.04 -0.05 0.00
O 0.14 0.42 -0.37
C -0.02 -0.20 0.40

The calculation puts the energy above the lowest of the compared OMol25 structures with the same formula, charge and spin at 3.682 eV. The HOMO energy comes out at -8.9 eV. The calculation puts the HOMO-LUMO gap at 9.7 eV.

***

A single C4H8N2S molecule at a distorted geometry, computed with ωB97M-V/def2-TZVPD.

Atoms and positions in Å:
1 H 1.5902 0.9152 0.5658
2 C -0.0268 1.2221 -0.8383
3 C 1.1893 0.4333 -0.3830
4 C -1.1403 0.7026 0.1192
5 N 0.5756 -0.8801 -0.2187
6 H -2.3152 -1.6917 0.7962
7 H 1.6903 -1.6272 1.6184
8 S 1.5470 -2.1999 0.2906
9 H -2.1812 0.8347 -0.2536
10 N -1.3314 -1.8157 0.6077
11 H -0.8920 1.2233 1.1608
12 H 2.0585 0.3903 -1.0269
13 H 0.1424 2.2501 -0.6787
14 C -0.7520 -0.7390 0.1846
15 H -0.1544 0.9822 -1.9442

Atoms 1-6, force components in eV/Å:
H -0.50 -0.85 -0.43
C 0.01 -0.69 -1.23
C 0.07 0.31 1.04
C 0.84 0.96 0.17
N 0.99 0.34 0.08
H -0.22 0.35 0.21

The calculation puts the energy above the lowest of the compared OMol25 structures with the same formula, charge and spin at 1.700 eV. The HOMO energy comes out at -9.0 eV. The calculation puts the HOMO-LUMO gap at 9.9 eV.

***

Number 1: M 592.45 g mol⁻¹, DFT total energy -4105.8419 hartree. Number 2: M 182.09 g mol⁻¹, DFT total energy -3184.0627 hartree. Number 3: M 1180.73 g mol⁻¹, DFT total energy -4357.0983 hartree. Number 4: M 885.89 g mol⁻¹, DFT total energy -7313.3706 hartree. Number 5: M 128.13 g mol⁻¹, DFT total energy -455.2232 hartree. Number 6: M 116.19 g mol⁻¹, DFT total energy -664.8703 hartree.